Below is C31H66As2BBrCoF2GeNOSeSi as an isolated structure in a non-equilibrium geometry, with properties calculated with ωB97M-V/def2-TZVPD.

Element x y z (Å)
Br 2.99 0.33 -0.19
Se -2.32 2.13 1.64
As -2.11 -1.62 0.09
As 0.34 -3.11 1.99
Ge -2.48 4.89 -0.13
Co -0.80 0.38 0.62
Si 5.06 0.28 -1.18
F 0.36 1.70 -1.88
F -0.51 -0.36 -2.11
O 0.48 0.46 2.16
N 1.38 2.39 2.91
C 0.97 0.57 4.48
C 0.46 -5.19 -1.70
C 1.87 3.20 4.03
C -0.04 -3.71 0.16
C 4.10 -0.41 -3.77
C -1.04 -3.10 -0.61
C 2.28 -2.88 1.80
C -2.07 5.65 1.61
C 6.52 2.13 -2.76
C 4.09 -2.25 -2.14
C 6.08 -1.77 0.51
C 7.70 0.01 -0.18
C -3.39 -1.32 -1.32
C -3.83 1.05 2.22
C 5.65 3.00 -0.59
C 5.33 2.07 -1.78
C 6.27 -1.44 -3.08
C -3.91 5.89 -0.97
C -0.53 -4.58 -2.46
C 0.69 -4.76 -0.40
C -3.17 3.05 0.15
C 4.09 2.66 -2.47
C 5.96 0.45 1.56
C 0.34 -4.85 2.87
C 0.93 1.15 3.10
C -1.27 -3.53 -1.92
C 6.24 -0.26 0.23
C 4.88 -1.00 -2.58
C -0.91 4.76 -1.26
C 1.37 3.01 1.58
C -3.26 -2.55 1.35
B -0.25 0.68 -1.30
H 1.98 0.62 4.90
H 1.37 2.25 0.81
H 3.12 -0.04 -3.48
H 6.33 1.56 -3.68
H -0.36 5.70 -1.24
H -4.10 -0.56 -0.99
H 7.92 1.08 -0.22
H 4.86 2.98 0.17
H 0.30 1.12 5.15
H -2.88 -0.95 -2.21
H -4.24 3.09 0.36
H 6.42 -2.39 -0.32
H 2.19 4.16 3.64
H 6.69 -2.02 1.38
H 4.30 3.71 -2.72
H 6.71 0.11 2.29
H 1.04 -6.00 -2.12
H 6.89 -0.60 -3.40
H 1.09 3.38 4.77
H 5.73 4.03 -0.96
H -3.01 2.45 -0.75
H -1.21 4.57 -2.29
H 4.04 -2.94 -2.99
H 0.49 3.65 1.46
H -4.60 1.70 2.60
H 1.47 -5.24 0.17
H 2.27 3.61 1.47
H -2.74 -2.71 2.29
H 4.56 -2.79 -1.32
H -3.48 0.38 3.01
H 3.21 2.63 -1.83
H 2.69 -2.56 2.76
H 3.84 2.16 -3.40
H -3.93 -2.24 -1.55
H 6.60 2.75 -0.11
H 3.95 -1.20 -4.51
H 4.97 0.20 1.95
H -0.68 -5.23 2.93
H 6.82 -2.01 -2.33
H 2.76 -3.82 1.51
H 0.73 -4.72 3.88
H 2.48 -2.12 1.06
H 6.14 -2.10 -3.95
H 4.64 0.40 -4.27
H -0.72 -4.90 -3.47
H 0.96 -5.57 2.34
H -2.01 -3.06 -2.53
H 7.45 1.76 -2.32
H -1.21 5.16 2.07
H 6.70 3.17 -3.06
H 0.65 -0.47 4.42
H -3.52 -3.50 0.90
H 8.37 -0.43 0.57
H 3.07 -2.01 -1.85
H 6.04 1.54 1.50
H -4.79 5.91 -0.33
H -1.84 6.72 1.50
H 2.72 2.73 4.53
H -3.58 6.92 -1.15
H -4.20 0.47 1.38
H -2.92 5.55 2.28
H -4.18 5.44 -1.94
H 5.04 -2.03 0.75
H -0.25 3.96 -0.94
H 7.97 -0.42 -1.14
H -4.16 -1.97 1.53

Computed properties:
Orbital gap (alpha / beta)   7.29 / 8.88 eV
2S+1   2
Largest force on an atom   1.06 eV Å⁻¹
Charge   +1


Below is a 2-piece molecular cluster, C4H12N3 overall in a non-equilibrium geometry, with properties calculated with ωB97M-V/def2-TZVPD.

Element x y z (Å)
N -2.73 0.07 0.80
N -0.07 -1.46 -0.41
N -2.56 -0.15 -0.64
C 1.82 1.61 -0.33
C 2.21 -0.76 0.40
C 1.38 0.55 0.70
C 0.81 -0.69 0.10
H 2.56 -1.40 1.18
H -2.15 0.71 -1.06
H 1.10 0.78 1.64
H 0.01 -2.43 -0.74
H 2.90 -0.62 -0.53
H -2.83 -0.85 1.25
H 2.02 1.24 -1.24
H -3.29 -0.50 -1.26
H 0.91 2.21 -0.39
H -3.58 0.52 1.10
H -1.11 -0.94 -0.70
H 2.59 2.11 0.14

Computed properties:
Orbital gap   10.33 eV
Largest force on an atom   6.52 eV Å⁻¹
Charge   +1


Below is C27H20N3P2PtS2 as an isolated structure, with properties calculated with ωB97M-V/def2-TZVPD.

Element x y z (Å)
Pt 0.62 0.07 0.37
S 0.92 -2.75 -0.37
S 0.52 2.75 -0.74
P 1.86 -1.63 -1.71
P 1.59 1.61 -1.96
N -1.29 -0.31 4.41
N -1.40 -2.42 5.69
N -0.52 0.04 2.12
C 4.10 -3.12 -2.46
C 3.51 3.64 -2.01
C -0.96 0.89 -5.05
C 3.25 2.30 -2.24
C 4.77 4.17 -2.25
C 4.52 -1.28 -0.98
C 3.63 -2.03 -1.74
C 5.79 3.34 -2.72
C 1.30 -1.96 -3.41
C 1.62 0.03 -1.28
C 0.29 -2.31 -5.98
C 1.50 -1.66 -5.79
C 5.45 -3.46 -2.42
C -0.42 -2.79 -4.88
C 5.86 -1.61 -0.94
C 4.28 1.48 -2.70
C -1.33 -1.46 5.04
C 5.54 2.00 -2.94
C 6.33 -2.70 -1.66
C 0.88 1.57 -3.64
C 0.93 2.01 -6.01
C -0.37 0.98 -3.80
C -0.31 1.42 -6.16
C 0.08 -2.61 -3.60
C 1.53 2.09 -4.76
C 2.00 -1.49 -4.51
C -0.85 -0.20 3.21
H 6.77 3.75 -2.90
H -1.92 0.42 -5.16
H -1.36 -3.30 -5.02
H -0.88 0.57 -2.93
H -0.46 -2.97 -2.74
H 4.10 0.42 -2.87
H 7.38 -2.96 -1.64
H 4.14 -0.43 -0.41
H 2.72 4.27 -1.62
H 5.81 -4.31 -2.98
H -0.11 -2.45 -6.98
H 4.96 5.21 -2.06
H 2.05 -1.28 -6.64
H 6.54 -1.02 -0.34
H 2.95 -0.98 -4.38
H 3.42 -3.72 -3.04
H 1.45 2.42 -6.87
H -0.77 1.35 -7.14
H 2.50 2.55 -4.66
H 6.33 1.34 -3.29

Computed properties:
Orbital gap (alpha / beta)   6.41 / 7.25 eV
2S+1   3
Largest force on an atom   0.48 eV Å⁻¹
Charge   -1


Below is a 2-piece molecular cluster, C4H11NO3 overall in a non-equilibrium geometry, with properties calculated with ωB97M-V/def2-TZVPD.

Element x y z (Å)
O 1.59 -2.41 -2.22
O -1.70 0.50 0.13
O -1.72 1.81 1.94
N -1.38 2.75 -0.15
C 1.20 -0.83 1.14
C -1.61 1.66 0.76
C 0.90 -1.27 -0.27
C 2.09 -1.94 -0.97
H 2.41 -2.76 -0.32
H 2.87 -1.21 -1.16
H -0.46 3.15 0.00
H 0.67 -0.44 -0.95
H 2.26 -2.94 -2.66
H 1.38 -1.67 1.81
H 0.39 -0.21 1.53
H -2.07 3.47 0.05
H 2.12 -0.23 1.20
H -1.53 0.68 -0.82
H 0.05 -1.95 -0.32

Computed properties:
Orbital gap   10.93 eV
Largest force on an atom   1.27 eV Å⁻¹


Below is an isolated ion of composition C4H9N2O and charge +1 in a non-equilibrium geometry, with properties calculated with ωB97M-V/def2-TZVPD.

Element x y z (Å)
O 2.67 0.34 0.70
N 2.81 -0.60 -0.37
N 0.40 0.55 -0.42
C -0.29 -0.23 0.68
C -1.66 0.18 0.59
C -2.55 -0.55 -0.14
C 1.97 0.60 -0.40
H -2.30 -1.48 -0.58
H -2.13 1.14 0.97
H -3.56 -0.26 -0.26
H -0.23 -1.21 0.42
H 0.27 0.15 -1.46
H 2.35 -1.54 -0.03
H 0.01 1.55 -0.30
H 0.06 0.00 1.79
H 2.18 1.37 -1.19

Computed properties:
Orbital gap   10.83 eV
Largest force on an atom   5.34 eV Å⁻¹
Charge   +1


Below is a 2-piece molecular cluster, C20H24BClF17N3O3S overall, with properties calculated with ωB97M-V/def2-TZVPD.

Element x y z (Å)
Cl 5.44 -0.76 2.08
S 1.75 1.39 -1.44
F -4.16 -1.95 -1.69
F -2.22 -4.10 -1.72
F -4.66 -1.65 1.85
F -0.71 -2.54 -1.82
F -2.26 -2.64 -3.33
F 0.28 -0.90 2.93
F -3.76 0.46 2.94
F -2.45 -0.60 -1.47
F -1.03 0.20 0.78
F -0.46 2.53 2.57
F -4.23 -0.12 0.35
F 0.95 0.63 4.35
F -2.42 1.80 1.27
F -3.65 -3.30 0.44
F -1.44 1.26 4.07
F -1.70 -2.39 0.77
F -2.34 -1.19 3.12
O 1.94 -1.89 0.45
O 3.73 0.13 0.19
O 4.20 1.73 -2.36
N 5.66 1.36 -0.19
N -5.71 0.51 -3.12
N 3.50 3.52 -1.00
C -5.54 1.76 -2.59
C -7.26 1.79 -4.04
C 3.04 0.34 2.55
C 0.56 0.44 3.05
C 3.92 2.46 -3.53
C -2.95 -2.15 0.31
C 2.38 -4.30 2.14
C -2.89 -1.85 -1.22
C -6.49 2.58 -3.14
C -2.85 -0.28 2.27
C 1.66 0.82 2.09
C -3.67 -1.04 1.17
C 3.45 -3.19 2.08
C -6.75 0.52 -4.01
C 3.76 -0.47 1.46
C -1.99 -2.82 -2.03
C 3.49 2.09 -1.22
C -1.76 0.73 1.78
C -0.78 1.24 2.89
C 4.24 1.42 0.00
B 3.02 -1.90 1.30
H -8.09 2.11 -4.65
H 2.66 -5.16 1.53
H 2.86 2.43 -3.78
H 1.42 0.38 1.12
H 4.36 -3.58 1.61
H 1.40 -3.95 1.82
H 6.03 2.22 -0.57
H -6.63 3.62 -2.93
H 2.27 -4.67 3.16
H 3.21 3.70 -0.05
H -4.77 1.96 -1.87
H 4.48 1.99 -4.34
H 5.91 0.57 -0.77
H 3.76 -2.90 3.09
H 3.66 1.18 2.86
H 1.05 2.49 -1.14
H 4.06 2.09 0.85
H 1.98 -2.58 -0.22
H -7.04 -0.38 -4.53
H 2.81 3.97 -1.59
H 4.26 3.50 -3.44
H -5.14 -0.29 -2.89
H 1.66 1.90 1.93
H 2.98 -0.30 3.44

Computed properties:
Orbital gap   8.50 eV
Largest force on an atom   0.82 eV Å⁻¹


What did the fourth record say?
Below is a 2-piece molecular cluster, C4H11NO3 overall in a non-equilibrium geometry, with properties calculated with ωB97M-V/def2-TZVPD.

Element x y z (Å)
O 1.59 -2.41 -2.22
O -1.70 0.50 0.13
O -1.72 1.81 1.94
N -1.38 2.75 -0.15
C 1.20 -0.83 1.14
C -1.61 1.66 0.76
C 0.90 -1.27 -0.27
C 2.09 -1.94 -0.97
H 2.41 -2.76 -0.32
H 2.87 -1.21 -1.16
H -0.46 3.15 0.00
H 0.67 -0.44 -0.95
H 2.26 -2.94 -2.66
H 1.38 -1.67 1.81
H 0.39 -0.21 1.53
H -2.07 3.47 0.05
H 2.12 -0.23 1.20
H -1.53 0.68 -0.82
H 0.05 -1.95 -0.32

Computed properties:
Orbital gap   10.93 eV
Largest force on an atom   1.27 eV Å⁻¹


Copy entry 4 word for word.
Below is a 2-piece molecular cluster, C4H11NO3 overall in a non-equilibrium geometry, with properties calculated with ωB97M-V/def2-TZVPD.

Element x y z (Å)
O 1.59 -2.41 -2.22
O -1.70 0.50 0.13
O -1.72 1.81 1.94
N -1.38 2.75 -0.15
C 1.20 -0.83 1.14
C -1.61 1.66 0.76
C 0.90 -1.27 -0.27
C 2.09 -1.94 -0.97
H 2.41 -2.76 -0.32
H 2.87 -1.21 -1.16
H -0.46 3.15 0.00
H 0.67 -0.44 -0.95
H 2.26 -2.94 -2.66
H 1.38 -1.67 1.81
H 0.39 -0.21 1.53
H -2.07 3.47 0.05
H 2.12 -0.23 1.20
H -1.53 0.68 -0.82
H 0.05 -1.95 -0.32

Computed properties:
Orbital gap   10.93 eV
Largest force on an atom   1.27 eV Å⁻¹